C44H26F8N2NaO5SSb as an isolated structure, computed with the ωB97M-V functional and the def2-TZVPD basis.

Results
net charge = -2
gap between HOMO and LUMO = 0.1755 Eh
energy above the lowest of the compared OMol25 structures with the same formula, charge and spin = 0.471 eV

The geometry in XYZ format:
```
88
Properties=species:S:1:pos:R:3:forces:R:3
Na 1.46624 -1.05441 1.43008 -0.044 -0.106 -0.147
O -5.40284 1.21032 0.15433 0.059 0.036 0.103
C -5.44227 -0.10141 -0.16892 0.085 0.048 -0.159
O -6.38558 -0.53680 -0.77691 -0.052 -0.017 0.049
C -4.24973 -0.90348 0.21762 0.045 -0.103 0.076
C -3.47998 -0.57946 1.33206 -0.038 0.069 -0.070
C -2.28476 -1.22516 1.57909 0.138 -0.021 0.106
C -1.85111 -2.22150 0.70769 -0.177 0.024 -0.049
C -2.65474 -2.60225 -0.36945 0.088 0.000 -0.030
C -3.85022 -1.94910 -0.60798 -0.068 0.026 -0.011
N -0.54650 -2.71577 0.87445 0.060 0.150 0.021
C -0.28168 -3.93171 0.68230 -0.043 -0.077 -0.008
C 1.11404 -4.41709 0.68689 0.153 -0.019 0.014
C 1.40024 -5.69418 0.22285 -0.079 -0.023 0.014
C 2.72432 -6.08562 0.11565 0.043 -0.014 -0.012
C 3.71324 -5.19199 0.48428 -0.038 0.012 0.005
C 3.32769 -3.94444 0.96501 0.046 -0.007 0.027
N 2.06495 -3.56371 1.07047 -0.052 0.058 0.016
H -4.52957 1.45915 0.50331 -0.103 -0.040 -0.058
H -3.79549 0.21114 2.00147 0.023 0.036 0.051
H -1.63593 -0.92693 2.39650 0.021 0.036 -0.017
H -2.29067 -3.33885 -1.07566 -0.008 0.015 0.008
H -4.45095 -2.19145 -1.47474 0.008 -0.004 0.005
H -1.06040 -4.67192 0.46380 0.010 -0.032 -0.036
H 0.59513 -6.35146 -0.08148 0.002 0.006 0.003
H 2.97938 -7.06634 -0.26591 -0.006 0.001 -0.002
H 4.76176 -5.44292 0.40071 0.003 0.005 -0.001
H 4.07139 -3.21728 1.27443 -0.017 -0.008 -0.004
O 2.08269 -0.66547 3.63774 0.016 0.144 0.091
C 1.13801 0.16397 3.67854 -0.044 -0.231 -0.303
O 0.07055 0.04542 3.00949 -0.014 0.014 0.200
C 1.27040 1.38436 4.54801 -0.082 0.100 0.004
C 1.31532 1.21926 5.92631 -0.074 -0.046 -0.063
C 1.37502 2.30717 6.78611 0.027 0.023 0.028
C 1.41672 3.58344 6.23525 -0.007 0.019 0.022
C 1.40993 3.75577 4.86103 -0.086 -0.040 -0.010
C 1.33793 2.67049 3.96625 0.215 -0.014 0.060
S 1.48790 2.94587 2.24540 -0.041 0.039 -0.014
H 1.29970 0.20746 6.31884 0.005 0.017 0.019
H 1.39776 2.16303 7.86085 -0.001 0.002 -0.010
H 1.46922 4.45401 6.88272 0.001 -0.007 -0.008
H 1.47366 4.75096 4.43697 -0.003 -0.002 -0.004
F 3.23663 5.00699 -3.78892 0.032 0.025 -0.017
C 2.46385 4.18701 -3.02282 -0.019 -0.010 0.010
C 2.12899 4.58863 -1.74765 0.013 0.034 0.011
C 1.33754 3.75006 -0.97314 -0.079 -0.024 -0.137
C 0.87965 2.53218 -1.47915 -0.106 0.139 0.018
C 1.24403 2.16535 -2.77145 0.005 -0.034 0.052
C 2.04422 2.98816 -3.55614 -0.022 -0.017 -0.015
Sb -0.23796 1.21204 -0.19802 0.295 -0.098 0.260
C -1.38612 0.34795 -1.83085 -0.057 0.081 -0.101
C -0.78950 -0.75363 -2.44964 -0.021 0.042 0.004
C -1.40921 -1.42741 -3.49571 0.033 -0.029 -0.001
C -2.65248 -0.99257 -3.90304 -0.009 0.025 0.009
F -3.27705 -1.64244 -4.92409 -0.004 -0.028 -0.006
C -3.29365 0.07461 -3.30985 -0.026 0.009 -0.013
C -2.64708 0.74135 -2.27415 0.031 -0.047 -0.030
C -1.73785 2.61875 0.42122 0.093 -0.023 0.042
C -2.03989 2.61548 1.78539 -0.008 -0.017 0.036
C -3.01914 3.45646 2.30106 0.027 0.036 0.007
C -3.65945 4.32325 1.43695 0.041 -0.049 0.001
F -4.60861 5.15883 1.93188 -0.060 0.045 0.033
C -3.36023 4.38946 0.09328 -0.014 0.018 -0.028
C -2.38757 3.52786 -0.40586 -0.039 -0.014 -0.039
H 2.49014 5.53425 -1.36393 0.005 -0.008 -0.007
H 1.07926 4.05363 0.03504 0.021 0.002 0.011
H 0.90382 1.22097 -3.18122 0.026 0.007 -0.023
H 2.34127 2.71008 -4.55927 -0.006 -0.009 0.007
H 0.17707 -1.09311 -2.08919 -0.019 -0.055 -0.024
H -0.93994 -2.27739 -3.97628 -0.019 0.003 -0.004
H -4.27952 0.36900 -3.64761 -0.003 -0.009 -0.004
H -3.15411 1.57758 -1.80744 -0.011 -0.026 -0.022
H -1.46691 1.97427 2.45226 -0.053 -0.045 -0.004
H -3.25391 3.47490 3.35767 -0.001 -0.008 -0.009
H -3.87777 5.09899 -0.53915 0.006 0.003 -0.001
H -2.13325 3.57740 -1.45961 0.010 0.022 0.019
F 5.05736 -3.41969 -4.84474 0.003 -0.002 -0.008
C 4.31856 -2.84584 -3.86596 0.009 0.019 0.013
C 4.71528 -1.65231 -3.28032 -0.024 -0.054 -0.022
F 5.85801 -1.07436 -3.69730 0.012 0.019 -0.007
C 3.96590 -1.06460 -2.28511 -0.050 0.031 0.023
F 4.41070 0.08437 -1.75048 0.010 -0.016 -0.005
C 2.75289 -1.62079 -1.78094 0.135 -0.083 0.086
O 2.07814 -1.09876 -0.84317 -0.068 0.023 0.027
C 2.39980 -2.83795 -2.42572 -0.043 0.015 0.020
F 1.26977 -3.47745 -2.03074 -0.017 0.053 -0.065
C 3.14789 -3.42880 -3.42320 -0.006 -0.007 0.008
F 2.73966 -4.59390 -3.96831 0.002 -0.008 -0.010
```
Positions in Å, forces in eV/Å.

So, what does the Mulliken scheme give us? The charges, in e, come out as: number 1, Na, carries 0.509; number 2, O, carries -0.543; number 3, C, carries 0.664; number 4, O, carries -0.630; number 5, C, carries -0.454; number 6, C, carries -0.063; number 7, C, carries -0.224; number 8, C, carries 0.470; number 9, C, carries 0.056; number 10, C, carries -1.603; number 11, N, carries 0.255; number 12, C, carries -0.630; number 13, C, carries 0.574; number 14, C, carries -0.663; number 15, C, carries -0.398; number 16, C, carries -0.676; number 17, C, carries -0.295; number 18, N, carries -0.082; number 19, H, carries 0.132; number 20, H, carries 0.837; number 21, H, carries 0.435; number 22, H, carries 0.352; number 23, H, carries 0.390; number 24, H, carries 0.447; number 25, H, carries 0.380; number 26, H, carries 0.384; number 27, H, carries 0.395; number 28, H, carries 0.485; number 29, O, carries -0.897; number 30, C, carries 0.569; number 31, O, carries -0.612; number 32, C, carries 0.053; number 33, C, carries -0.392; number 34, C, carries -0.575; number 35, C, carries -0.457; number 36, C, carries -0.812; number 37, C, carries 0.544; number 38, S, carries -0.388; number 39, H, carries 0.391; number 40, H, carries 0.339; number 41, H, carries 0.318; number 42, H, carries 0.360; number 43, F, carries -0.379; number 44, C, carries 0.391; number 45, C, carries -0.809; number 46, C, carries -0.455; number 47, C, carries 0.507; number 48, C, carries -0.143; number 49, C, carries -0.682; number 50, Sb, carries 0.665; number 51, C, carries 0.835; number 52, C, carries 0.367; number 53, C, carries -0.634; number 54, C, carries 0.149; number 55, F, carries -0.417; number 56, C, carries -0.772; number 57, C, carries -0.538; number 58, C, carries 0.341; number 59, C, carries -0.691; number 60, C, carries -0.625; number 61, C, carries 0.428; number 62, F, carries -0.401; number 63, C, carries -0.801; number 64, C, carries -0.539; number 65, H, carries 0.438; number 66, H, carries 0.264; number 67, H, carries 0.254; number 68, H, carries 0.443; number 69, H, carries -0.496; number 70, H, carries 0.539; number 71, H, carries 0.440; number 72, H, carries 0.139; number 73, H, carries 0.407; number 74, H, carries 0.476; number 75, H, carries 0.411; number 76, H, carries 0.542; number 77, F, carries -0.358; number 78, C, carries 0.613; number 79, C, carries 0.293; number 80, F, carries -0.341; number 81, C, carries -0.146; number 82, F, carries -0.367; number 83, C, carries 0.025; number 84, O, carries -0.050; number 85, C, carries 0.358; number 86, F, carries -0.345; number 87, C, carries 0.082; number 88, F, carries -0.369